Molecular formula: C6H12O
Method: DFT, ωB97M-V/def2-TZVPD

```
19
Properties=species:S:1:pos:R:3:forces:R:3
C -0.661 -1.509 1.335 -0.08 0.25 0.10
C 0.107 -0.549 0.465 0.20 0.18 0.03
C 0.304 1.238 1.260 -0.05 0.29 0.41
C -0.472 0.103 -0.760 0.03 0.10 0.16
C 0.205 1.437 -0.693 0.19 0.01 0.35
C -0.190 -0.579 -1.996 -0.86 -0.74 -1.30
O 1.048 -0.911 -2.441 0.52 0.13 0.31
H -0.494 -2.565 1.090 0.02 0.19 -0.04
H -0.351 -1.371 2.381 -0.04 -0.05 -0.13
H -1.739 -1.310 1.280 0.17 -0.03 0.01
H 1.158 -0.832 0.333 -0.17 0.08 0.03
H 0.822 0.721 2.096 -0.05 0.05 -0.15
H -0.722 1.434 1.583 0.14 -0.04 -0.05
H 0.830 2.214 1.254 -0.05 -0.18 0.02
H -1.556 0.215 -0.648 0.13 -0.02 -0.02
H -0.304 2.344 -1.036 0.02 -0.18 0.20
H 1.255 1.430 -1.000 -0.15 -0.02 0.07
H -0.952 -0.937 -2.681 0.09 0.08 0.16
H 1.712 -0.575 -1.821 -0.06 -0.09 -0.16
```
Forces are in eV/Å.

HOMO energy (alpha / beta), eV: -6.56 / -6.41
Energy relative to the best compared isomer or geometry (same formula, charge and spin), kcal/mol: 151.08
Frontier orbital gap (alpha / beta), eV: 7.3 / 7.3
Spin multiplicity: 1

Löwdin atomic charge list, values in e, 4 entries: -0.085, -0.232, -0.095, -0.468